One molecule with the formula C20H22N4O in a non-equilibrium geometry. Source: the OMol25 dataset; level of theory: the ωB97M-V functional and the def2-TZVPD basis.

LUMO energy ... 0.34 eV
E_HOMO ... -7.66 eV
Molecular weight ... 334.423 g/mol
ΔE to the lowest compared entry with this formula, charge and spin ... 26.6 kcal per mole
Largest force on an atom ... 1.06 eV Å⁻¹

Bonds (Å) are listed after each position.
Geometry (Å):
1 C -1.9366 2.1571 0.6224  C2 1.500, H26 1.089, H27 1.091, H28 1.088
2 C -2.3726 0.7446 0.3676  C1 1.500, C3 1.387, C25 1.387
3 C -3.6161 0.2889 0.7800  C2 1.387, C4 1.384, H29 1.080
4 C -3.9788 -1.0251 0.5408  C3 1.384, C5 1.381, H30 1.081
5 C -3.1054 -1.8972 -0.0790  C4 1.381, C6 1.396, H31 1.077
6 C -1.8309 -1.4729 -0.4578  C5 1.396, N7 1.411, C25 1.393
7 N -0.9682 -2.3847 -1.1031  C6 1.411, C8 1.450, C23 1.459
8 C 0.0497 -1.8224 -1.9701  N7 1.450, C9 1.553, H32 1.097, H33 1.089
9 C 1.3991 -1.5953 -1.2362  C8 1.553, N10 1.442, H34 1.088, H35 1.097
10 N 1.1910 -1.6263 0.1904  C9 1.442, C11 1.350, C22 1.449
11 C 1.3463 -0.6144 1.0712  N10 1.350, O12 1.226, C13 1.480
12 O 1.1621 -0.7811 2.2713  C11 1.226
13 C 1.7393 0.7324 0.5991  C11 1.480, C14 1.383, N21 1.358
14 C 2.0370 1.7557 1.4812  C13 1.383, N15 1.353, H36 1.069
15 N 2.2764 2.8546 0.7288  C14 1.353, C16 1.354, C20 1.397
16 C 2.6075 4.1239 1.0647  N15 1.354, C17 1.360, H37 1.079
17 C 2.7834 5.0501 0.0843  C16 1.360, C18 1.412, H38 1.078
18 C 2.6234 4.6941 -1.2730  C17 1.412, C19 1.366, H39 1.078
19 C 2.2907 3.4151 -1.6175  C18 1.366, C20 1.403, H40 1.077
20 C 2.1106 2.4641 -0.6023  N15 1.397, C19 1.403, N21 1.319
21 N 1.7878 1.1879 -0.6790  C13 1.358, C20 1.319
22 C 0.6560 -2.8795 0.6829  N10 1.449, C23 1.546, H41 1.093, H42 1.098
23 C -0.3673 -3.4597 -0.3204  N7 1.459, C22 1.546, C24 1.522, H43 1.099
24 C -1.3512 -4.3600 0.4133  C23 1.522, H44 1.087, H45 1.088, H46 1.086
25 C -1.5000 -0.1351 -0.2549  C2 1.387, C6 1.393, H47 1.078
26 H -1.3403 2.5343 -0.2069  C1 1.089
27 H -1.3194 2.1917 1.5215  C1 1.091
28 H -2.7926 2.8113 0.7710  C1 1.088
29 H -4.3029 0.9613 1.2734  C3 1.080
30 H -4.9599 -1.3728 0.8319  C4 1.081
31 H -3.4210 -2.9044 -0.2940  C5 1.077
32 H 0.2042 -2.5292 -2.7947  C8 1.097
33 H -0.3264 -0.8933 -2.3956  C8 1.089
34 H 1.8343 -0.6396 -1.5195  C9 1.088
35 H 2.1002 -2.4011 -1.4874  C9 1.097
36 H 2.0827 1.7426 2.5496  C14 1.069
37 H 2.7159 4.3397 2.1168  C16 1.079
38 H 3.0465 6.0616 0.3469  C17 1.078
39 H 2.7672 5.4448 -2.0337  C18 1.078
40 H 2.1592 3.1054 -2.6408  C19 1.077
41 H 0.1773 -2.6669 1.6423  C22 1.093
42 H 1.4694 -3.5962 0.8543  C22 1.098
43 H 0.1644 -4.0790 -1.0556  C23 1.099
44 H -2.0623 -4.7954 -0.2836  C24 1.087
45 H -0.7980 -5.1662 0.8907  C24 1.088
46 H -1.8878 -3.8106 1.1815  C24 1.086
47 H -0.5437 0.2474 -0.5728  C25 1.078

Just the Mulliken charges please, in e? Sure, here they are:
1. C -1.536
2. C 0.208
3. C -0.708
4. C -0.706
5. C -0.549
6. C 0.218
7. N -0.026
8. C -0.949
9. C -0.494
10. N 0.206
11. C 0.436
12. O -0.761
13. C 0.738
14. C -0.890
15. N 0.207
16. C -0.093
17. C -0.699
18. C -0.270
19. C -0.880
20. C 0.307
21. N -0.370
22. C -1.367
23. C 0.551
24. C -1.957
25. C 0.259
26. H 0.293
27. H 0.259
28. H 0.451
29. H 0.406
30. H 0.380
31. H 0.528
32. H 0.422
33. H 0.415
34. H 0.358
35. H 0.300
36. H 0.549
37. H 0.400
38. H 0.384
39. H 0.419
40. H 0.451
41. H 0.497
42. H 0.330
43. H 0.388
44. H 0.406
45. H 0.424
46. H 0.502
47. H 0.560